Computed, not measured: a molecular structure, CH5NS2, with ωB97M-V/def2-TZVPD.

```
9
Properties=species:S:1:pos:R:3:forces:R:3:nbo_charge:R:1
C -1.436391 0.517921 0.000071 1.06 -0.27 -0.36 -0.73
N 2.431208 -0.578137 0.454738 -0.11 -0.85 0.74 -0.74
S 0.232152 -0.333767 -0.126431 -1.54 0.45 -0.30 0.07
S 3.522527 0.349018 0.070999 1.20 0.50 -1.27 0.65
H -1.986643 0.243739 -0.890997 -0.26 0.03 0.00 0.22
H -1.263514 1.590461 0.016555 -0.09 0.01 0.06 0.21
H -1.947192 0.201102 0.895365 -0.14 -0.05 0.16 0.22
H 0.104827 -1.069284 0.967393 0.03 -0.10 0.17 0.14
H 3.846101 0.092602 -1.323908 -0.14 0.28 0.81 -0.04
```
Positions in Å, forces in eV/Å.

Summary:
LUMO energy = -0.024 Ha
Gap between HOMO and LUMO = 0.296 hartree
ΔE to the lowest compared entry with this formula, charge and spin = 3.147 eV
Charge = 0